One molecule with the formula C2H2O2S at a distorted geometry, computed with ωB97M-V with the def2-TZVPD basis set.

Last column: Mulliken charge in e.
Element x y z (Å)
O1 -0.2025 1.6098 -0.4675  -0.451
C1 0.2476 0.8604 0.3780  0.126
C2 0.1922 -0.6931 0.2115  0.381
O2 0.3391 -1.3059 1.2937  -0.486
S1 -0.1224 -1.2347 -1.4290  -0.150
H1 0.6601 1.1195 1.2949  0.414
H2 -1.1141 -0.3560 -1.2815  0.165

Its SMILES is O=CC(=O)S. The charge is 0. For the total energy, the calculation gives -17035.12555 eV. For the HOMO-LUMO gap, the calculation gives 9.351 eV. The HOMO energy is -10.24 eV.

***

A 15-piece molecular cluster, C22H74N2O15 overall at a distorted geometry, computed with ωB97M-V with the def2-TZVPD basis set.

Last column: Mulliken charge in e.
Element x y z (Å)
C1 27.4391 3.2576 6.9816  2.191
C2 27.7269 3.2654 5.4725  1.354
O1 26.6676 2.6121 4.7463  1.391
H1 27.3778 2.1800 7.3247  -0.907
H2 26.4243 3.6611 7.1619  -0.194
H3 28.0591 4.0004 7.5044  -0.944
H4 28.5983 2.6358 5.5027  -0.292
H5 28.1961 4.1687 4.9757  -0.605
H6 27.0194 2.0715 4.0376  -0.981
C3 29.8135 7.4962 3.7799  -1.613
C4 28.6890 7.1605 4.7858  0.070
O2 29.0560 6.2401 5.7626  -0.310
H7 29.3635 8.0822 3.0120  0.511
H8 30.1459 6.6401 3.2988  0.252
H9 30.5862 8.2386 4.1592  0.304
H10 27.8485 6.6773 4.3118  0.282
H11 28.4378 8.0846 5.1721  0.388
H12 28.3019 5.9902 6.3215  -0.098
C5 29.7315 0.9879 10.8908  -1.199
C6 28.7625 1.0319 9.7412  0.989
O3 27.7032 0.2363 10.0901  -0.696
H13 29.2537 1.3858 11.7357  0.346
H14 30.5305 1.6911 10.6543  0.292
H15 30.0929 -0.0529 11.1028  0.339
H16 29.1119 0.7296 8.7711  0.086
H17 28.4504 2.1116 9.5362  -0.632
H18 27.7193 -0.6193 9.6934  0.418
C7 32.5439 3.1067 4.7649  -1.687
C8 31.5575 4.2644 4.4011  0.566
O4 30.5944 3.7198 3.5873  -0.536
H19 32.1996 2.4278 5.4884  0.289
H20 33.4169 3.5340 5.1339  0.580
H21 32.9490 2.5738 3.8627  0.320
H22 32.0584 5.0437 3.7497  0.377
H23 31.1021 4.7856 5.2268  -0.250
H24 30.3331 4.2183 2.7940  0.213
C9 25.6796 -1.4556 3.7872  -0.402
C10 26.5959 -2.4716 3.0491  -0.957
O5 26.9227 -1.9165 1.7766  -0.668
H25 26.2762 -0.5579 3.9226  0.009
H26 25.2025 -1.6472 4.7263  0.336
H27 24.9311 -1.1214 3.1446  0.492
H28 25.9952 -3.4401 2.9611  0.368
H29 27.5087 -2.7063 3.4867  0.330
H30 26.0863 -2.0229 1.3068  0.372
C11 25.4900 3.0257 9.8080  -0.085
C12 26.2689 3.5223 10.9589  0.354
O6 26.7265 2.3610 11.5627  -0.601
H31 26.1898 2.4708 9.1667  -0.501
H32 25.1173 3.9129 9.2512  0.016
H33 24.6502 2.5515 10.1262  0.629
H34 25.5057 4.0837 11.5619  0.404
H35 27.0322 4.1007 10.5544  -0.468
H36 27.2230 1.8101 10.9698  0.317
C13 30.6551 4.3531 8.1704  -0.012
C14 30.4952 5.0773 9.5949  -0.741
O7 29.1936 4.9675 9.9004  -0.370
H37 30.5121 3.2968 8.3662  -0.015
H38 31.6427 4.4072 7.6695  0.440
H39 30.0527 4.6801 7.3116  -0.250
H40 30.7527 6.1495 9.5142  0.272
H41 31.0066 4.5929 10.3786  0.540
H42 29.1296 5.0017 10.8583  0.236
C15 29.0948 0.6236 3.0361  0.156
O8 28.0977 1.5432 2.6300  -0.503
N1 30.2288 0.8871 3.5847  -0.424
N2 29.0062 -0.6493 2.8625  -0.214
H43 30.4057 1.8740 3.5073  0.237
H44 30.9889 0.2555 3.7080  0.246
H45 28.1699 -1.0585 2.3534  0.373
H46 29.6025 -1.4212 3.1543  0.229
C16 28.5394 -0.6106 6.2743  0.242
O9 29.6675 0.2794 6.3092  -0.584
H47 27.7297 -0.1236 5.7708  -0.310
H48 28.0489 -0.8841 7.2874  0.103
H49 28.8512 -1.5594 5.6948  0.196
H50 29.8784 0.5613 5.4423  0.336
C17 25.2459 -0.1048 7.7441  -0.297
O10 24.0325 -0.6193 7.1962  -0.538
H51 25.0301 0.4987 8.6449  0.015
H52 25.8764 0.4932 7.1104  -0.201
H53 25.8771 -0.8923 8.1532  0.572
H54 24.1202 -1.5366 7.2032  0.348
C18 24.8964 6.1622 6.4662  -0.068
O11 23.8178 6.9530 5.9681  -0.629
H55 24.8788 5.8833 7.5397  0.134
H56 25.7462 6.7530 6.2318  0.029
H57 24.9026 5.3444 5.8275  0.290
H58 22.9790 6.6175 6.3694  0.326
C19 27.7378 7.7687 8.1823  -0.945
O12 27.7617 6.3904 8.1281  -0.003
H59 26.9665 8.2055 8.7970  0.288
H60 27.3438 8.0984 7.2410  0.221
H61 28.7284 8.1577 8.2274  0.374
H62 28.1783 6.1059 8.9794  0.108
C20 25.2257 1.0502 1.3339  -0.222
O13 26.1514 1.4952 0.4222  -0.614
H63 24.2971 1.5921 1.3321  0.424
H64 25.5559 1.1912 2.4080  -0.204
H65 25.0001 -0.0028 1.1455  0.264
H66 26.9614 1.8265 0.8299  0.327
C21 27.1273 4.5981 2.3429  -0.145
O14 27.4205 5.8035 1.7574  -0.538
H67 28.0716 4.1616 2.5649  -0.255
H68 26.6775 3.9311 1.6398  0.459
H69 26.3842 4.6859 3.1686  0.086
H70 26.6319 6.1912 1.3790  0.326
C22 23.6776 1.9539 5.1894  -0.146
O15 24.1991 3.1087 5.9156  -0.622
H71 22.6830 1.7850 5.3332  0.440
H72 24.3041 1.0467 5.4263  -0.243
H73 23.9218 2.0636 4.1161  -0.036
H74 25.1324 3.2557 5.6871  -0.067

The charge is 0. For the total energy, the calculation gives -57697.85827 eV. For the HOMO-LUMO gap, the calculation gives 9.256 eV. The HOMO energy is -9.09 eV.

***

C12H22Cl8Mg2O4 as an isolated structure at a distorted geometry, computed with ωB97M-V with the def2-TZVPD basis set.

Last column: Mulliken charge in e.
Element x y z (Å)
Mg1 5.0539 -3.8161 1.2205  1.353
Mg2 4.7615 -0.7859 -2.5814  1.418
C1 8.9412 -0.3795 1.4009  -0.885
C2 7.6900 -1.2796 1.3441  0.770
O1 7.6029 -2.2871 2.1287  -0.565
O2 6.8510 -1.2317 0.3776  -0.634
H1 9.7750 -1.0513 1.6044  0.300
H2 8.8480 0.2642 2.2755  0.295
H3 9.0884 0.2308 0.5098  0.286
C3 -0.0515 -1.5252 0.2873  -0.824
C4 1.3032 -1.9479 -0.0960  0.665
O3 1.9613 -2.7324 0.6518  -0.619
O4 1.8783 -1.3557 -1.0197  -0.475
H4 -0.7374 -1.3741 -0.5463  0.324
H5 0.0935 -0.6067 0.8559  0.241
H6 -0.5219 -2.1614 1.0369  0.330
Cl1 4.2644 3.9413 -0.0060  -0.204
C5 2.6629 3.8836 0.8244  -0.382
C6 1.5740 3.8325 -0.3196  -0.384
Cl2 1.3524 5.3512 -1.2198  -0.146
H7 2.5366 4.7757 1.4378  0.332
H8 2.8125 2.9829 1.4198  0.265
H9 0.6105 3.5801 0.1231  0.309
H10 1.6861 3.0879 -1.1078  0.226
Cl3 -7.0044 1.6123 7.0735  -0.184
C7 -6.3391 0.2980 6.1034  -0.350
C8 -4.8640 0.6560 5.7972  -0.507
Cl4 -4.0929 -0.5042 4.7272  -0.216
H11 -6.9227 0.2496 5.1840  0.285
H12 -6.4681 -0.6054 6.6996  0.300
H13 -4.1851 0.9119 6.6106  0.369
H14 -4.7853 1.6049 5.2667  0.303
Cl5 0.9434 -3.2568 -7.0131  -0.164
C9 0.2450 -2.7838 -5.4597  -0.294
C10 -1.2166 -3.2549 -5.4048  -0.518
Cl6 -2.2809 -2.3070 -6.4561  -0.157
H15 0.3356 -1.7110 -5.2897  0.299
H16 0.7881 -3.2857 -4.6589  0.211
H17 -1.6776 -3.1649 -4.4211  0.280
H18 -1.2909 -4.2813 -5.7640  0.344
Cl7 -3.4491 1.4160 -2.9478  -0.179
C11 -4.8776 0.6949 -2.1727  -0.417
C12 -5.6841 1.7583 -1.2908  -0.451
Cl8 -4.6444 2.4745 -0.0744  -0.176
H19 -4.5818 -0.1381 -1.5350  0.280
H20 -5.5084 0.2369 -2.9346  0.322
H21 -6.5345 1.3645 -0.7342  0.328
H22 -5.9416 2.6197 -1.9070  0.294

The charge is +2. For the total energy, the calculation gives -132036.55654 eV. For the HOMO-LUMO gap, the calculation gives 1.371 eV. The HOMO energy is -13.25 eV.

***

C35H61IN14SSc as an isolated structure, computed with ωB97M-V with the def2-TZVPD basis set.

Last column: Mulliken charge in e.
Element x y z (Å)
Sc1 -0.8374 0.0444 0.3799  -0.256
C1 3.1525 -3.1204 -3.6147  -1.062
N1 3.3587 -1.7083 -3.8447  0.322
C2 4.2695 -1.3944 -4.9238  -1.089
C3 2.5316 -0.7439 -3.2880  0.168
N2 2.1930 -0.6679 -2.0525  0.557
C4 2.9062 -1.5011 -1.1098  -1.496
C5 2.3776 -1.4132 0.3292  -1.323
N3 1.5991 -0.2159 0.7180  2.357
C6 2.3046 1.0268 0.3221  -3.043
C7 1.3280 1.9697 -0.3359  -0.476
N4 0.2204 2.2238 0.5871  0.984
C8 -0.0993 3.4783 0.8203  -0.415
N5 -0.6037 3.8604 2.0269  0.593
C9 -0.0635 3.3615 3.2774  -0.882
C10 -1.6190 4.8861 2.1656  -1.317
N6 0.1236 4.4942 -0.0724  0.604
C11 0.0366 4.3124 -1.5049  -1.135
C12 0.4934 5.8345 0.3447  -1.236
C13 1.4721 -0.2471 2.1855  -0.245
C14 0.7347 -1.4641 2.7034  -1.629
N7 -0.5225 -1.7119 1.9798  1.605
C15 -1.1959 -2.7352 2.4442  -1.357
N8 -0.7159 -3.5273 3.5019  0.747
C16 -0.7185 -3.0548 4.8651  -1.229
C17 -0.0437 -4.7672 3.1989  -1.136
N9 -2.3857 -3.1601 1.9600  0.650
C18 -3.1436 -4.2332 2.5827  -1.178
C19 -3.1053 -2.5484 0.8651  -0.887
N10 2.1011 0.2178 -4.1748  0.264
C20 1.4667 -0.1724 -5.4172  -1.079
C21 1.6850 1.4956 -3.6650  -1.034
H1 2.9146 -3.6202 -4.5619  0.333
H2 4.0434 -3.5982 -3.1963  0.305
H3 2.3150 -3.2766 -2.9440  0.261
H4 5.2342 -1.8688 -4.7305  0.364
H5 3.9092 -1.7558 -5.8945  0.332
H6 4.4184 -0.3190 -4.9880  0.330
H7 2.8368 -2.5667 -1.3449  0.224
H8 3.9779 -1.2640 -1.1268  0.263
H9 1.7537 -2.2787 0.5333  0.676
H10 3.2457 -1.4694 1.0040  0.343
H11 2.7612 1.4900 1.2032  0.560
H12 3.0976 0.7903 -0.3849  0.461
H13 1.8558 2.8705 -0.6571  1.227
H14 0.9670 1.4653 -1.2410  0.145
H15 0.7335 2.6546 3.0725  0.110
H16 0.3433 4.2004 3.8503  0.396
H17 -0.8268 2.8704 3.8805  0.287
H18 -1.2296 5.7784 2.6633  0.380
H19 -2.0104 5.1612 1.1907  0.371
H20 -2.4434 4.4940 2.7662  0.351
H21 -0.3044 3.3100 -1.7310  -0.231
H22 -0.6783 5.0268 -1.9214  0.552
H23 1.0042 4.4715 -1.9900  0.461
H24 0.7216 5.8482 1.4059  0.395
H25 1.3863 6.1446 -0.2019  0.354
H26 -0.2992 6.5592 0.1411  0.349
H27 2.4683 -0.2282 2.6513  0.728
H28 0.9632 0.6680 2.4842  -0.782
H29 1.3811 -2.3439 2.6610  0.340
H30 0.5630 -1.2581 3.7619  0.289
H31 -1.2638 -2.1133 4.9263  0.353
H32 -1.2267 -3.7740 5.5158  0.297
H33 0.2932 -2.9043 5.2619  0.339
H34 -0.2176 -5.0359 2.1571  0.325
H35 1.0404 -4.7031 3.3571  0.319
H36 -0.4244 -5.5818 3.8236  0.369
H37 -2.6072 -4.6488 3.4261  0.386
H38 -4.1022 -3.8389 2.9270  0.353
H39 -3.3364 -5.0228 1.8539  0.351
H40 -2.7253 -1.5550 0.6512  0.264
H41 -3.0188 -3.1351 -0.0497  0.269
H42 -4.1540 -2.4422 1.1469  0.512
H43 1.8477 0.4140 -6.2564  0.330
H44 1.6501 -1.2246 -5.6184  0.362
H45 0.3820 -0.0181 -5.3497  0.058
H46 1.7682 2.2419 -4.4594  0.506
H47 0.6499 1.4753 -3.3142  0.244
H48 2.3316 1.7806 -2.8401  0.394
N11 -0.2573 -2.5328 -3.5743  -0.057
C22 -0.5583 -1.6628 -2.5761  -0.125
S1 -0.5001 -2.2484 -0.9584  -0.596
N12 -0.9165 -0.4708 -2.9870  -0.579
N13 -1.3577 0.3466 -1.9855  0.860
C23 -1.9884 1.3867 -2.4155  -0.532
C24 -2.2104 1.6700 -3.8652  -0.344
C25 -3.1267 0.9014 -4.5775  -0.253
C26 -3.3768 1.1722 -5.9115  -0.904
C27 -2.7103 2.2093 -6.5527  -0.662
C28 -1.7986 2.9796 -5.8498  -1.166
C29 -1.5546 2.7129 -4.5079  1.108
C30 -2.7518 2.1848 -1.4269  0.671
C31 -3.3449 3.3912 -1.7861  -0.622
C32 -4.1941 4.0160 -0.8917  -0.804
C33 -4.4392 3.4038 0.3241  -1.321
C34 -3.7945 2.2111 0.6060  0.020
N14 -2.9567 1.6040 -0.2369  0.370
H49 -0.2249 -3.5126 -3.3585  0.293
H50 -0.4993 -2.2537 -4.5108  0.266
H51 -3.6323 0.0822 -4.0831  0.542
H52 -4.0909 0.5695 -6.4565  0.443
H53 -2.9049 2.4162 -7.5960  0.436
H54 -1.2775 3.7903 -6.3408  0.481
H55 -0.8397 3.3192 -3.9680  0.110
H56 -3.1750 3.8023 -2.7698  0.635
H57 -4.6787 4.9469 -1.1550  0.503
H58 -5.1335 3.8194 1.0404  0.496
H59 -3.9971 1.6937 1.5314  0.179
I1 -3.3793 -0.1289 3.4598  -0.180
C35 -1.7502 0.7637 2.3544  -0.806
H60 -0.9584 0.6868 3.1014  0.375
H61 -2.0357 1.8127 2.3191  0.612

The charge is +1. For the total energy, the calculation gives -97779.12260 eV. For the HOMO-LUMO gap, the calculation gives 7.373 eV. The HOMO energy is -9.94 eV.

***

- Which of these has the highest total energy?
  C2H2O2S

***

Copy entry 1 word for word.
One molecule with the formula C2H2O2S at a distorted geometry, computed with ωB97M-V with the def2-TZVPD basis set.

Last column: Mulliken charge in e.
Element x y z (Å)
O1 -0.2025 1.6098 -0.4675  -0.451
C1 0.2476 0.8604 0.3780  0.126
C2 0.1922 -0.6931 0.2115  0.381
O2 0.3391 -1.3059 1.2937  -0.486
S1 -0.1224 -1.2347 -1.4290  -0.150
H1 0.6601 1.1195 1.2949  0.414
H2 -1.1141 -0.3560 -1.2815  0.165

Its SMILES is O=CC(=O)S. The charge is 0. For the total energy, the calculation gives -17035.12555 eV. For the HOMO-LUMO gap, the calculation gives 9.351 eV. The HOMO energy is -10.24 eV.